14
Properties=species:S:1:pos:R:3 method="wB97M-V/def2-TZVPD" total_charge=+1 multiplicity=3 homo_ev="-10.20 / -14.27" total_energy_ev=-8262.2492 de_lowest_kcal_mol=142.72
C 2.557 -1.131 0.104
C 0.012 1.967 -0.401
C 1.221 -1.332 -0.043
C 3.731 -0.895 0.014
C -0.217 2.485 0.652
N 0.092 -1.303 -0.284
N -2.413 -0.727 -0.068
H 4.782 -0.734 0.167
H 0.176 1.808 -1.372
H -0.590 2.854 1.628
H -1.346 -1.189 -0.244
H -2.327 0.192 -0.570
H -2.568 -0.623 0.968
H -3.109 -1.371 -0.551


27
Properties=species:S:1:pos:R:3 method="wB97M-V/def2-TZVPD" total_charge=0 multiplicity=1 homo_ev=-6.70 total_energy_ev=-10527.1047 de_lowest_kcal_mol=103.89
C 1.062 0.307 -0.075
C 0.922 0.201 1.449
C 0.988 1.786 -0.501
C 2.451 -0.213 -0.492
C 0.004 -0.561 -0.825
N -0.004 -1.948 -0.669
H 0.792 -2.267 -0.122
H 0.062 -0.270 -1.890
H 1.073 -0.824 1.789
H 1.670 0.828 1.939
H -0.065 0.519 1.785
H 0.115 2.296 -0.100
H 0.975 1.882 -1.589
H 1.864 2.324 -0.132
H 2.615 -1.244 -0.179
H 2.577 -0.169 -1.576
H 3.232 0.399 -0.034
C -1.817 -1.688 0.849
C -2.155 1.062 -0.329
N -1.520 -0.254 -0.453
H -1.992 -0.779 -1.182
H -3.237 0.928 -0.266
H -2.682 -1.150 1.236
H -1.070 -1.823 1.616
H -2.097 -2.605 0.354
H -1.946 1.709 -1.185
H -1.816 1.553 0.581


21
Properties=species:S:1:pos:R:3 method="wB97M-V/def2-TZVPD" total_charge=0 smiles="CC(C)C[C@@H](N)C=O" multiplicity=1 homo_ev=-9.55 total_energy_ev=-9969.8534 de_lowest_kcal_mol=30.46
O -2.603 1.282 -0.539
C -1.827 0.402 -0.296
C -0.629 0.567 0.645
C 0.701 0.362 -0.081
C 1.011 -1.069 -0.576
C 0.967 -2.052 0.619
C 2.406 -1.060 -1.165
N -0.590 1.865 1.343
H -1.830 -0.616 -0.715
H -0.710 -0.236 1.380
H 0.907 1.140 -0.820
H 1.482 0.548 0.673
H 0.229 -1.337 -1.293
H 1.386 -1.786 1.581
H -0.006 -2.531 0.739
H 1.584 -2.883 0.241
H 2.474 -0.509 -2.111
H 2.793 -2.043 -1.434
H 3.161 -0.671 -0.481
H -1.528 2.247 1.249
H -0.073 2.505 0.749


9
Properties=species:S:1:pos:R:3 method="wB97M-V/def2-TZVPD" total_charge=0 smiles="[H]/N=N/[H].OSO" multiplicity=1 homo_ev=-8.62 total_energy_ev=-17972.0126 de_lowest_kcal_mol=72.24
N -2.556 0.315 -0.442
N -1.664 0.951 0.188
O 2.323 0.613 -0.219
O 1.155 -1.506 0.327
S 0.954 0.061 0.536
H -3.116 -0.379 0.103
H -1.189 1.646 -0.348
H 3.051 0.247 0.362
H 1.042 -1.949 -0.508


38
Properties=species:S:1:pos:R:3 method="wB97M-V/def2-TZVPD" total_charge=0 multiplicity=1 homo_ev=-8.31 total_energy_ev=-50017.9623 de_lowest_kcal_mol=17.65
C -5.419 0.645 2.474
C -3.953 0.544 2.180
C -3.046 0.141 3.151
C -1.696 0.043 2.870
C -1.214 0.348 1.599
C -2.123 0.760 0.624
C -3.468 0.855 0.913
H -4.159 1.176 0.146
H -1.764 0.999 -0.367
C 0.204 0.248 1.288
C 0.941 1.020 0.424
N 2.228 0.583 0.463
N 2.354 -0.482 1.281
C 1.163 -0.689 1.803
N 0.951 -1.664 2.743
H 1.716 -2.319 2.805
H 0.035 -2.086 2.727
S 3.414 1.065 -0.646
O 3.277 2.482 -0.791
O 4.671 0.518 -0.270
C 2.816 0.314 -2.159
C 2.685 1.074 -3.287
C 2.228 0.517 -4.499
C 1.894 -0.807 -4.596
C 2.009 -1.610 -3.449
N 1.724 -2.907 -3.321
S 2.015 -3.351 -1.807
N 2.508 -1.943 -1.226
C 2.477 -1.043 -2.205
H 1.546 -1.246 -5.517
H 2.146 1.156 -5.364
H 2.940 2.120 -3.225
H 0.688 1.868 -0.178
H -1.004 -0.241 3.647
H -3.400 -0.095 4.145
H -5.617 0.473 3.529
H -5.795 1.630 2.202
H -5.972 -0.094 1.893


140
Properties=species:S:1:pos:R:3 method="wB97M-V/def2-TZVPD" total_charge=+1 multiplicity=1 homo_ev=-9.71 total_energy_ev=-139664.0985
Ga -1.188 0.173 -0.711
C -2.712 3.297 -3.610
C -2.182 2.108 -3.091
N -2.080 1.867 -1.798
C -2.542 2.798 -0.914
C -3.115 4.008 -1.353
C -3.171 4.244 -2.742
C -3.643 4.920 -0.411
C -3.625 4.576 0.905
C -3.051 3.369 1.353
C -2.456 2.474 0.485
N -1.837 1.272 0.774
C -1.794 0.667 2.022
C -1.973 1.200 3.281
C -1.981 0.383 4.436
C -1.789 -0.963 4.379
C -1.481 -1.542 3.126
C -1.157 -2.903 2.949
C -0.757 -3.368 1.724
C -0.684 -2.465 0.659
N -1.033 -1.204 0.790
C -1.448 -0.722 1.987
H -2.755 3.434 -4.680
H -1.849 1.338 -3.768
H -3.594 5.173 -3.101
H -4.073 5.852 -0.752
H -4.058 5.239 1.643
H -3.117 3.166 2.403
H -2.067 2.258 3.433
H -2.152 0.860 5.393
H -1.818 -1.581 5.266
H -1.206 -3.568 3.802
H -0.493 -4.404 1.567
H -0.334 -2.760 -0.322
C 0.699 4.116 0.490
C 0.792 3.124 -0.666
C 0.727 3.835 -2.019
C 2.010 2.225 -0.588
C 3.245 2.731 -0.424
C 4.437 1.962 -0.668
C 4.381 0.670 -1.021
C 3.156 -0.126 -0.972
C 3.192 -1.482 -1.659
C 3.863 -1.479 -3.031
C 2.894 -3.332 0.152
C 1.835 0.773 -0.766
N 0.626 0.351 -1.474
C 0.759 0.156 -2.748
C -0.194 -0.366 -3.672
C 0.154 -0.240 -5.036
C -0.671 -0.677 -6.036
C -1.884 -1.283 -5.675
C -2.239 -1.459 -4.362
C -1.416 -1.007 -3.305
N -1.778 -1.162 -2.003
C -2.698 -2.212 -1.669
C -3.937 -1.904 -1.079
C -4.776 -2.942 -0.689
C -4.425 -4.263 -0.894
C -3.212 -4.556 -1.490
C -2.324 -3.556 -1.873
C -1.005 -3.988 -2.501
C -0.241 -5.006 -1.644
C -1.227 -4.613 -3.885
C -4.424 -0.474 -0.939
C -5.166 -0.044 -2.209
C -5.261 -0.219 0.312
H -0.196 4.733 0.377
H 1.562 4.783 0.525
H 0.637 3.593 1.444
H -0.088 2.492 -0.595
H 1.547 4.549 -2.114
H -0.215 4.379 -2.124
H 0.809 3.128 -2.849
H 3.358 3.791 -0.231
H 5.385 2.483 -0.693
H 5.270 0.185 -1.402
H 2.158 -1.823 -1.778
H 4.948 -1.393 -2.943
H 3.525 -0.651 -3.656
H 3.653 -2.410 -3.560
H 3.398 -4.198 0.581
H 2.059 -3.693 -0.454
H 2.504 -2.750 0.987
H 1.729 0.416 -3.171
H 1.099 0.233 -5.279
H -0.395 -0.565 -7.075
H -2.561 -1.622 -6.450
H -3.181 -1.928 -4.111
H -5.730 -2.712 -0.233
H -5.094 -5.059 -0.596
H -2.945 -5.592 -1.655
H -0.368 -3.107 -2.617
H -0.815 -5.924 -1.516
H 0.007 -4.634 -0.650
H 0.693 -5.276 -2.139
H -1.755 -5.563 -3.785
H -0.270 -4.812 -4.370
H -1.813 -3.973 -4.541
H -3.564 0.184 -0.861
H -5.984 -0.734 -2.426
H -4.495 -0.034 -3.071
H -5.585 0.957 -2.090
H -6.243 -0.691 0.251
H -5.424 0.854 0.429
H -4.761 -0.587 1.210
C 2.090 -1.613 6.596
C 1.946 -2.197 5.344
C 1.867 -1.403 4.213
C 1.947 -0.012 4.302
C 2.098 0.562 5.560
C 2.166 -0.233 6.698
P 1.721 0.972 2.760
C 2.865 0.097 1.626
C 2.331 -0.184 0.274
C 3.877 -2.524 -0.708
C 5.002 -1.989 0.159
C 5.025 -1.214 1.253
C 4.020 -0.457 2.018
C 2.556 2.541 3.192
C 3.867 2.860 2.858
C 4.391 4.105 3.182
C 3.614 5.042 3.847
C 2.303 4.733 4.184
C 1.777 3.496 3.847
H 2.155 -2.230 7.483
H 1.901 -3.275 5.250
H 1.764 -1.874 3.241
H 2.181 1.636 5.663
H 2.294 0.232 7.667
H 1.698 -1.067 0.268
H 4.351 -3.243 -1.380
H 5.981 -2.362 -0.128
H 6.013 -1.106 1.692
H 4.314 -0.288 3.051
H 4.483 2.140 2.337
H 5.413 4.342 2.915
H 4.026 6.010 4.100
H 1.688 5.460 4.699
H 0.742 3.270 4.085


83
Properties=species:S:1:pos:R:3 method="wB97M-V/def2-TZVPD" total_charge=-1 multiplicity=1 homo_ev=-4.18 total_energy_ev=-78238.6936
O 34.593 -0.541 7.884
C 33.979 0.317 7.069
O 33.124 0.009 6.296
O 34.332 1.516 7.230
H 35.102 0.211 8.198
C 30.184 -5.341 3.881
C 29.674 -5.534 2.407
O 29.144 -4.265 1.923
O 31.260 -4.313 3.954
H 30.585 -6.278 4.269
H 29.452 -4.972 4.599
H 28.965 -6.360 2.455
H 30.491 -5.790 1.732
H 28.394 -4.476 1.361
H 31.515 -4.194 4.872
C 41.070 -0.207 9.342
C 42.285 0.652 9.791
O 42.942 1.151 8.643
O 40.166 0.634 8.667
H 40.584 -0.408 10.297
H 41.307 -1.208 8.982
H 42.999 0.093 10.395
H 41.955 1.534 10.341
H 42.296 1.398 7.978
H 39.492 0.907 9.294
C 40.176 0.327 3.946
C 40.435 1.843 3.719
O 40.782 2.504 4.927
O 38.839 0.341 4.504
H 40.883 -0.132 4.637
H 40.349 -0.256 3.041
H 39.591 2.239 3.154
H 41.313 2.081 3.119
H 39.934 2.716 5.325
H 38.814 0.601 5.428
C 26.756 -1.009 4.307
C 26.437 0.140 3.311
O 27.088 -0.044 2.121
O 28.133 -0.939 4.677
H 26.487 -1.997 3.933
H 26.126 -0.918 5.192
H 26.757 1.077 3.768
H 25.351 0.174 3.228
H 26.622 0.485 1.469
H 28.237 -1.358 5.534
C 35.646 0.935 12.556
C 34.164 1.467 12.723
O 34.314 2.680 13.359
O 36.192 1.590 11.434
H 35.621 -0.135 12.346
H 36.239 0.971 13.469
H 33.477 0.921 13.370
H 33.770 1.739 11.744
H 34.842 3.263 12.808
H 36.185 2.539 11.579
C 36.961 5.907 6.358
C 36.274 5.786 5.015
O 34.892 5.361 5.151
O 37.350 4.650 6.883
H 36.250 6.409 7.015
H 37.884 6.469 6.223
H 36.867 5.175 4.334
H 36.197 6.803 4.629
H 34.908 4.633 5.777
H 36.594 4.076 7.022
C 31.320 -4.170 9.512
C 30.547 -2.895 9.816
O 29.478 -2.697 8.953
O 32.156 -3.985 8.334
H 30.580 -4.965 9.427
H 32.068 -4.373 10.278
H 31.156 -2.009 9.640
H 30.240 -2.977 10.858
H 28.693 -2.493 9.467
H 32.599 -3.139 8.427
Cl 39.413 -4.955 6.211
C 37.945 -4.840 7.210
C 36.950 -6.029 7.032
Cl 37.737 -7.581 6.846
H 37.397 -3.906 7.083
H 38.292 -4.804 8.243
H 36.291 -5.887 6.176
H 36.359 -6.245 7.922


55
Properties=species:S:1:pos:R:3 method="wB97M-V/def2-TZVPD" total_charge=0 multiplicity=2 homo_ev="-6.09 / -6.73" total_energy_ev=-91710.8896 de_lowest_kcal_mol=21.68
V -0.061 -0.438 -0.242
O -3.650 -2.061 -1.151
C -2.573 -1.291 -0.935
O -1.535 -1.767 -0.431
C -2.575 0.090 -1.313
C -3.524 0.838 -2.015
C -3.226 2.150 -2.324
C -1.987 2.690 -1.964
C -1.094 1.881 -1.291
N -1.375 0.620 -0.970
C 0.364 2.142 -0.998
O 0.975 2.397 -2.234
O 0.897 1.143 -0.324
H -3.470 -2.964 -0.846
H -4.450 0.375 -2.319
H -3.933 2.755 -2.867
H -1.713 3.701 -2.215
H 1.896 2.647 -2.072
C 0.825 -1.366 -4.343
C 1.986 -2.130 -4.210
C 2.499 -2.322 -2.944
C 1.847 -1.765 -1.840
N 0.706 -1.044 -1.979
C 0.228 -0.853 -3.209
C 2.283 -1.905 -0.465
C 3.462 -2.501 -0.017
C 3.736 -2.502 1.343
C 2.845 -1.907 2.228
C 1.665 -1.361 1.724
N 1.400 -1.376 0.402
C 0.551 -0.800 2.468
C 0.435 -0.781 3.859
C -0.756 -0.393 4.435
C -1.818 -0.045 3.603
C -1.613 -0.026 2.237
N -0.458 -0.372 1.670
H 0.400 -1.154 -5.311
H 2.474 -2.560 -5.070
H 3.397 -2.899 -2.798
H -0.668 -0.248 -3.301
H 4.147 -2.944 -0.723
H 4.638 -2.964 1.712
H 3.064 -1.869 3.283
H 1.276 -1.071 4.468
H -0.862 -0.352 5.507
H -2.771 0.245 4.015
H -2.411 0.287 1.571
S -2.432 3.153 1.140
C -1.016 3.069 2.076
C -1.180 2.848 3.460
N -1.339 2.734 4.592
C 0.268 3.211 1.606
S 0.590 3.769 -0.033
C 1.365 2.836 2.381
N 2.272 2.452 2.977


62
Properties=species:S:1:pos:R:3 method="wB97M-V/def2-TZVPD" total_charge=+1 multiplicity=2 homo_ev="-9.08 / -10.31" total_energy_ev=-163743.6219 de_lowest_kcal_mol=33.26
Ir -0.073 0.464 0.137
C 3.928 -1.700 1.061
C 2.690 -1.300 0.295
N 1.990 -0.256 0.690
N 2.530 0.481 1.705
C 1.728 1.043 2.534
N 2.240 1.834 3.506
S -0.016 0.879 2.504
C 2.276 -2.137 -0.777
C 2.795 -3.441 -0.931
C 2.219 -4.355 -1.763
C 1.030 -3.993 -2.460
C 0.599 -2.719 -2.397
N 1.267 -1.754 -1.663
H 4.244 -0.872 1.683
H 4.735 -1.968 0.381
H 3.718 -2.553 1.708
H 3.234 1.831 3.653
H 1.636 2.206 4.216
H 3.645 -3.731 -0.334
H 2.641 -5.344 -1.870
H 0.495 -4.713 -3.061
H -0.257 -2.378 -2.957
Cl 1.034 2.736 -0.059
C -0.197 3.901 0.331
C 0.200 5.197 0.599
C -0.763 6.136 0.918
C -2.100 5.770 0.961
C -2.470 4.469 0.668
Cl -4.142 4.042 0.696
C -1.516 3.491 0.350
S -2.033 1.862 0.013
H 1.247 5.465 0.564
H -0.471 7.153 1.137
H -2.863 6.487 1.227
Br 0.712 3.901 -3.827
C 0.860 2.155 -3.129
C 2.126 1.647 -2.803
C 2.250 0.394 -2.264
C 1.110 -0.402 -2.036
C -0.151 0.110 -2.382
C -0.262 1.397 -2.940
H 3.007 2.245 -2.992
H 3.229 -0.011 -2.051
H -1.032 -0.515 -2.339
H -1.234 1.781 -3.217
C -4.522 -0.383 1.253
C -3.209 -1.097 1.554
S -2.490 -1.695 -0.007
O -0.973 -1.440 0.087
C -2.575 -3.490 0.245
C -1.628 -3.972 1.334
H -5.023 -0.107 2.179
H -5.197 -1.020 0.679
H -4.336 0.527 0.685
H -3.346 -1.936 2.234
H -2.458 -0.417 1.956
H -2.301 -3.902 -0.727
H -3.624 -3.715 0.441
H -0.681 -3.439 1.261
H -1.431 -5.035 1.211
H -2.040 -3.814 2.330